[1]
# CH2N2O3S2

2 unconnected molecules or ions with the total composition CH2N2O3S2 (ωB97M-V with the def2-TZVPD basis set, the Open Molecules 2025 dataset).

Results
- Relative energy (zero: lowest compared OMol25 entry of this formula, charge and spin): 29.70 kcal per mole
- Strongest force on any atom: 0.0534 Eh/bohr
- Orbital gap: 7.95 eV

Last column: Mulliken charge in e.
Geometry (Å):
O1 -1.09 -2.56 0.21  -0.449
C1 -0.51 -1.53 0.26  0.668
N1 -0.09 -0.42 0.42  -0.175
S1 2.42 0.03 -0.31  -0.111
O2 -0.89 2.17 -0.32  -0.524
H1 2.48 -1.13 0.47  0.165
N2 1.01 0.38 0.64  -0.377
H2 0.57 1.38 0.64  0.395
S2 -1.30 1.09 -1.21  0.809
O3 -2.59 0.60 -0.81  -0.401

=====

[2]
# CH2N2O4

CH2N2O4 in the gas phase (ωB97M-V with the def2-TZVPD basis set, the Open Molecules 2025 dataset).

Results
- Relative energy (zero: lowest compared OMol25 entry of this formula, charge and spin): 123.67 kcal per mole
- Structure (SMILES): C=[N+]([O-])O[N+](=O)[O-]
- Strongest force on any atom: 0.0533 Eh/bohr
- Orbital gap: 10.15 eV

Last column: Mulliken charge in e.
Geometry (Å):
O1 1.84 -0.14 0.51  -0.569
O2 -0.58 -2.06 0.13  -0.502
O3 -1.45 -1.56 -1.74  -0.520
N1 -0.77 -1.41 -0.82  1.168
H1 -0.65 1.60 0.20  0.307
C1 0.21 1.37 0.81  -0.407
H2 0.71 1.95 1.58  0.299
N2 0.80 0.38 0.22  0.584
O4 -0.12 -0.12 -0.89  -0.361

=====

[3]
# CH2N2O7S3

A molecular structure, CH2N2O7S3 (ωB97M-V with the def2-TZVPD basis set, the Open Molecules 2025 dataset).

Results
- Relative energy (zero: lowest compared OMol25 entry of this formula, charge and spin): 29.31 kcal per mole
- Strongest force on any atom: 0.0975 Eh/bohr
- Orbital gap: 7.38 eV
- Charge: -2

Last column: Mulliken charge in e.
Geometry (Å):
S1 -0.63 0.75 -0.74  1.010
O1 -2.00 -0.40 1.34  -0.451
C1 2.13 1.02 0.45  0.674
S2 -0.50 0.54 1.33  0.200
H1 2.58 -0.54 -0.42  0.261
H2 1.33 -0.87 0.38  0.418
O2 -3.31 -2.14 0.13  -0.742
O3 2.91 1.59 -0.28  -0.690
N1 -2.32 -0.17 -1.13  -0.547
O4 -0.93 -1.93 -0.16  -0.627
O5 1.22 1.49 1.21  -0.634
S3 -2.18 -1.21 -0.06  1.018
O6 -0.92 2.15 -0.97  -0.681
O7 0.36 0.11 -1.55  -0.521
N2 2.25 -0.39 0.47  -0.688

=====

[4]
# CH2N2OS

2 unconnected molecules or ions with the total composition CH2N2OS (ωB97M-V with the def2-TZVPD basis set, the Open Molecules 2025 dataset).

Results
- Relative energy (zero: lowest compared OMol25 entry of this formula, charge and spin): 8.33 kcal per mole
- Structure (SMILES): N=C=O.N=S
- Strongest force on any atom: 0.0666 Eh/bohr
- Orbital gap (spin up / spin down): 7.42 / 7.43 eV

Last column: Mulliken charge in e.
Geometry (Å):
N1 3.46 0.20 -1.16  -0.326
N2 -1.34 -2.08 0.93  -0.327
O1 0.55 -2.27 -0.43  -0.432
S1 2.20 0.59 -0.32  0.065
C1 -0.45 -2.32 0.19  0.472
H1 4.26 -0.44 -0.75  0.256
H2 -2.21 -2.40 1.38  0.292

=====

[5]
# CH2N2OS2

CH2N2OS2 in the gas phase (ωB97M-V with the def2-TZVPD basis set, the Open Molecules 2025 dataset).

Results
- Relative energy (zero: lowest compared OMol25 entry of this formula, charge and spin): 46.02 kcal per mole
- Strongest force on any atom: 0.0819 Eh/bohr
- Orbital gap (spin up / spin down): 8.43 / 8.43 eV

Last column: Mulliken charge in e.
Geometry (Å):
N1 -0.39 -1.50 0.35  -0.383
H1 1.93 0.18 0.88  0.293
N2 0.58 -0.96 0.24  0.385
H2 1.65 0.04 -1.00  0.267
S1 -2.06 0.37 0.25  0.347
S2 -0.49 1.53 0.40  -0.140
O1 -2.45 0.22 -1.14  -0.464
C1 1.22 0.11 0.02  -0.306

=====

[6]
# CH2N2P2

A molecular structure, CH2N2P2 (ωB97M-V with the def2-TZVPD basis set, the Open Molecules 2025 dataset).

Results
- Relative energy (zero: lowest compared OMol25 entry of this formula, charge and spin): 41.76 kcal per mole
- Strongest force on any atom: 0.1062 Eh/bohr
- Orbital gap: 8.21 eV

Last column: Mulliken charge in e.
Geometry (Å):
N1 1.18 0.92 -0.42  -0.323
H1 -0.32 -1.95 0.76  0.495
P1 1.57 -0.63 -0.16  0.205
C1 -0.14 -1.01 0.54  -0.149
N2 -0.93 -0.01 0.58  -0.467
H2 -1.08 1.17 -1.39  0.124
P2 -0.29 1.50 0.09  0.114

=====

[7]
# CH2N2P2

2 unconnected molecules or ions with the total composition CH2N2P2 (ωB97M-V with the def2-TZVPD basis set, the Open Molecules 2025 dataset).

Results
- Relative energy (zero: lowest compared OMol25 entry of this formula, charge and spin): 66.47 kcal per mole
- Strongest force on any atom: 0.0303 Eh/bohr
- Orbital gap (spin up / spin down): 6.41 / 6.41 eV

Last column: Mulliken charge in e.
Geometry (Å):
P1 0.62 0.56 0.70  -0.103
P2 1.50 2.99 -0.98  0.068
H1 -1.57 -1.69 1.62  -0.094
C1 0.11 -0.48 -0.65  0.271
H2 -1.95 -1.95 1.05  0.093
N1 0.02 -1.16 -1.56  -0.354
N2 1.26 1.73 -0.18  0.119

=====

[8]
# CH2N2S3

CH2N2S3 in the gas phase (ωB97M-V with the def2-TZVPD basis set, the Open Molecules 2025 dataset).

Results
- Relative energy (zero: lowest compared OMol25 entry of this formula, charge and spin): 16.10 kcal per mole
- Strongest force on any atom: 0.0383 Eh/bohr
- Orbital gap: 7.67 eV

Last column: Mulliken charge in e.
Geometry (Å):
H1 0.56 0.24 -1.48  0.305
N1 0.47 -0.33 0.45  -0.463
C1 0.04 0.36 -0.51  -0.077
N2 -1.91 -1.49 -0.80  -0.194
S1 -1.24 1.54 -0.66  0.004
S2 -2.72 0.95 0.61  -0.199
H2 0.02 -0.28 1.36  0.304
S3 -3.08 -1.16 -0.01  0.320

=====

[9]
# CH2N3O

2 unconnected molecules or ions with the total composition CH2N3O (ωB97M-V with the def2-TZVPD basis set, the Open Molecules 2025 dataset).

Results
- Relative energy (zero: lowest compared OMol25 entry of this formula, charge and spin): 30.87 kcal per mole
- Strongest force on any atom: 0.0943 Eh/bohr
- Orbital gap: 8.39 eV
- Charge: -1

Last column: Mulliken charge in e.
Geometry (Å):
N1 0.39 -0.70 -0.08  -0.583
H1 0.06 -1.51 -0.62  0.187
C1 1.45 -0.06 -0.03  0.335
O1 -2.20 0.27 -0.41  -0.433
N2 2.38 0.60 0.08  -0.628
N3 -1.36 0.35 0.56  -0.075
H2 -0.71 1.07 0.48  0.197

=====

[10]
# CH2N3O

A gas-phase ion, CH2N3O (charge +1) (ωB97M-V with the def2-TZVPD basis set, the Open Molecules 2025 dataset).

Results
- Relative energy (zero: lowest compared OMol25 entry of this formula, charge and spin): 39.04 kcal per mole
- Structure (SMILES): N#[N+]C(N)=O
- Strongest force on any atom: 0.0707 Eh/bohr
- Orbital gap: 11.45 eV
- Charge: +1

Last column: Mulliken charge in e.
Geometry (Å):
H1 -0.75 -0.51 -0.13  0.278
N1 1.03 -3.00 -1.71  0.060
H2 0.45 0.73 0.42  0.283
O1 1.98 -0.20 -1.63  -0.268
N2 0.87 -2.00 -1.30  0.293
N3 0.14 -0.04 -0.14  -0.288
C1 1.07 -0.50 -0.93  0.641

=====

[11]
# CH2N3O2

A gas-phase ion, CH2N3O2 (charge +1) (ωB97M-V with the def2-TZVPD basis set, the Open Molecules 2025 dataset).

Results
- Relative energy (zero: lowest compared OMol25 entry of this formula, charge and spin): 104.98 kcal per mole
- Strongest force on any atom: 0.1259 Eh/bohr
- Orbital gap (spin up / spin down): 7.98 / 7.99 eV
- Charge: +1

Last column: Mulliken charge in e.
Geometry (Å):
N1 -0.43 -0.30 1.47  0.529
H1 0.70 0.89 0.02  0.391
C1 0.36 0.66 -0.90  -0.096
N2 -0.24 -1.51 -0.52  -0.357
O1 -0.45 0.44 2.35  -0.370
O2 0.07 -0.51 -1.37  0.053
H2 0.39 1.45 -1.70  0.290
N3 -0.41 -1.13 0.67  0.559

=====

[12]
# CH2N4

CH2N4 in the gas phase (ωB97M-V with the def2-TZVPD basis set, the Open Molecules 2025 dataset).

Results
- Relative energy (zero: lowest compared OMol25 entry of this formula, charge and spin): 61.75 kcal per mole
- Structure (SMILES): c1nn[nH]n1
- Strongest force on any atom: 0.1460 Eh/bohr
- Orbital gap: 11.82 eV

Last column: Mulliken charge in e.
Geometry (Å):
H1 -2.13 0.09 -0.06  0.330
N1 -0.28 -0.90 0.10  -0.432
H2 1.63 -1.06 -0.01  0.171
N2 1.08 0.93 0.05  -0.265
N3 0.95 -0.46 -0.06  0.309
N4 -0.27 1.28 0.02  -0.254
C1 -0.97 0.13 -0.04  0.141

=====

[13]
# CH2N4O

2 unconnected molecules or ions with the total composition CH2N4O (ωB97M-V with the def2-TZVPD basis set, the Open Molecules 2025 dataset).

Results
- Relative energy (zero: lowest compared OMol25 entry of this formula, charge and spin): 30.67 kcal per mole
- Structure (SMILES): N#[N+][O-].N#CN
- Strongest force on any atom: 0.0298 Eh/bohr
- Orbital gap: 11.15 eV

Last column: Mulliken charge in e.
Geometry (Å):
N1 -0.12 1.67 0.46  -0.337
N2 0.49 -1.46 0.78  -0.440
H1 -0.85 -1.30 -1.99  0.258
O1 0.79 1.15 2.52  -0.474
N3 -0.24 -0.67 -1.49  -0.483
C1 0.14 -1.11 -0.26  0.428
H2 -0.54 0.30 -1.50  0.277
N4 0.32 1.41 1.47  0.771

=====

[14]
# CH2N4O

CH2N4O in the gas phase (ωB97M-V with the def2-TZVPD basis set, the Open Molecules 2025 dataset).

Results
- Relative energy (zero: lowest compared OMol25 entry of this formula, charge and spin): 49.35 kcal per mole
- Strongest force on any atom: 0.0504 Eh/bohr
- Orbital gap (spin up / spin down): 8.86 / 8.86 eV

Last column: Mulliken charge in e.
Geometry (Å):
N1 0.44 1.02 0.79  -0.376
N2 0.38 0.75 -0.49  0.232
N3 -0.19 -1.12 0.45  -0.504
C1 -0.14 -0.55 -0.77  0.460
O1 -0.46 -0.97 -1.86  -0.594
H1 -0.77 -0.37 1.78  0.373
N4 0.13 -0.14 1.33  0.159
H2 0.64 1.45 -1.18  0.249

=====

[15]
# CH2N4O

CH2N4O in the gas phase (ωB97M-V with the def2-TZVPD basis set, the Open Molecules 2025 dataset).

Results
- Relative energy (zero: lowest compared OMol25 entry of this formula, charge and spin): 70.91 kcal per mole
- Structure (SMILES): [H]/N=c1/nno[nH]1
- Strongest force on any atom: 0.0560 Eh/bohr
- Orbital gap: 9.90 eV

Last column: Mulliken charge in e.
Geometry (Å):
C1 -0.51 0.09 -0.01  0.464
N1 1.04 1.57 0.03  -0.003
H1 -1.92 -1.27 0.24  0.204
O1 1.69 0.44 -0.15  -0.060
N2 -0.17 1.46 0.01  -0.172
H2 0.93 -1.48 -0.12  0.207
N3 0.70 -0.53 -0.16  -0.057
N4 -1.75 -0.27 0.14  -0.583

=====

[16]
# CH2N4O

CH2N4O in the gas phase (ωB97M-V with the def2-TZVPD basis set, the Open Molecules 2025 dataset).

Results
- Relative energy (zero: lowest compared OMol25 entry of this formula, charge and spin): 56.21 kcal per mole
- Structure (SMILES): O=c1nn[nH][nH]1
- Strongest force on any atom: 0.1269 Eh/bohr
- Orbital gap: 9.74 eV

Last column: Mulliken charge in e.
Geometry (Å):
N1 -0.20 0.65 0.13  -0.066
N2 1.03 0.24 -0.17  -0.057
N3 0.92 -1.12 -0.19  -0.225
C1 -1.13 -0.34 0.16  0.445
H1 2.08 0.63 0.08  0.316
O1 -2.26 -0.28 -0.23  -0.531
N4 -0.18 -1.51 0.16  -0.168
H2 -0.26 1.72 0.05  0.286

=====

[17]
# CH2N4O2

CH2N4O2 in the gas phase (ωB97M-V with the def2-TZVPD basis set, the Open Molecules 2025 dataset).

Results
- Relative energy (zero: lowest compared OMol25 entry of this formula, charge and spin): 140.87 kcal per mole
- Structure (SMILES): [O-][n+]1ncnn1O
- Strongest force on any atom: 0.1131 Eh/bohr
- Orbital gap (spin up / spin down): 9.10 / 9.10 eV

Last column: Mulliken charge in e.
Geometry (Å):
O1 1.89 1.36 -0.02  -0.589
O2 1.29 -1.47 0.09  -0.456
C1 -1.47 0.53 0.22  0.013
N1 -0.74 1.54 0.03  -0.362
N2 0.39 -0.47 -0.10  0.794
N3 0.79 0.80 -0.06  0.385
H1 1.22 -2.27 -0.51  0.403
N4 -0.87 -0.64 0.11  -0.623
H2 -2.50 0.61 0.23  0.433

=====

[18]
# CH2N4O2S

CH2N4O2S in the gas phase (ωB97M-V with the def2-TZVPD basis set, the Open Molecules 2025 dataset).

Results
- 2S+1: 3
- Relative energy (zero: lowest compared OMol25 entry of this formula, charge and spin): 75.26 kcal per mole
- Strongest force on any atom: 0.0995 Eh/bohr
- <S²>: 2.015
- Orbital gap (spin up / spin down): 6.81 / 6.71 eV

Last column: Mulliken charge in e.
Geometry (Å):
C1 0.02 1.82 0.08  0.272
N1 1.97 0.13 -0.35  -0.636
N2 -1.15 -0.26 -0.78  -0.371
N3 -0.62 2.56 0.64  -0.295
O1 -2.62 -1.53 0.13  -0.540
H1 2.46 -0.75 -0.49  0.289
N4 -1.49 -1.13 0.13  1.219
S1 0.30 0.48 -0.99  0.265
O2 -0.65 -1.48 0.95  -0.528
H2 1.78 0.17 0.68  0.325

=====

[19]
# CH2N4O4S

2 unconnected molecules or ions with the total composition CH2N4O4S (ωB97M-V with the def2-TZVPD basis set, the Open Molecules 2025 dataset).

Results
- Relative energy (zero: lowest compared OMol25 entry of this formula, charge and spin): 54.70 kcal per mole
- Strongest force on any atom: 0.1437 Eh/bohr
- Orbital gap (spin up / spin down): 7.99 / 7.95 eV

Last column: Mulliken charge in e.
Geometry (Å):
C1 -1.78 -0.03 -0.32  0.798
N1 0.24 -1.40 0.86  -0.363
N2 -2.61 -0.04 -1.25  -0.452
O1 2.36 -1.15 -0.36  -0.540
N3 1.44 1.21 0.46  0.877
N4 -1.19 -0.01 0.72  -0.502
H1 0.58 -0.95 1.75  0.377
H2 -3.60 -0.02 -1.45  0.285
O2 0.27 -0.42 -1.51  -0.536
S1 1.07 -0.57 -0.33  1.095
O3 1.58 2.16 -0.21  -0.523
O4 1.64 1.23 1.64  -0.517

=====

[20]
# CH2N4S

CH2N4S in the gas phase (ωB97M-V with the def2-TZVPD basis set, the Open Molecules 2025 dataset).

Results
- Relative energy (zero: lowest compared OMol25 entry of this formula, charge and spin): 29.10 kcal per mole
- Structure (SMILES): S=c1nn[nH][nH]1
- Strongest force on any atom: 0.0382 Eh/bohr
- Orbital gap: 8.22 eV

Last column: Mulliken charge in e.
Geometry (Å):
C1 -0.93 -0.18 0.32  0.247
N1 0.64 1.30 0.61  -0.190
S1 -2.42 -0.95 0.29  -0.333
N2 1.05 0.48 -0.37  0.023
N3 0.19 -0.62 -0.39  -0.136
N4 -0.56 1.01 0.95  -0.177
H1 0.02 -1.28 -1.15  0.301
H2 2.01 0.24 -0.25  0.266